# 1
Computed, not measured: an isolated molecule of C4H7NS3 at a distorted geometry, with the ωB97M-V functional and the def2-TZVPD basis.

Cartesian coordinates (Å):
C  0.3524  -0.9483  0.5347
C  0.2512  0.4943  -0.1253
C  1.0863  0.6366  -1.3535
C  -0.8138  -1.3400  1.3438
N  1.2597  -1.6938  0.2370
S  2.7659  0.0873  -1.0358
S  0.2727  -0.2998  -2.7064
S  0.9953  2.4303  -1.7412
H  -0.7991  0.7408  -0.2510
H  0.5827  1.1140  0.6289
H  -1.0342  -2.4394  1.0958
H  -1.7032  -0.6550  1.0243
H  -0.6447  -1.2711  2.3900
H  0.0082  -1.3662  -2.0272
H  1.1087  2.4430  -3.0725

* energy relative to the best compared isomer or geometry (same formula, charge and spin): 337.7 kJ/mol
* multiplicity: 1
* total charge: 0

# 2
Computed, not measured: a structure of composition C4H7NaO2 at a distorted geometry, with the ωB97M-V functional and the def2-TZVPD basis.

Cartesian coordinates (Å):
H  1.3686  -1.2358  0.5046
O  2.0487  0.7978  -0.2430
C  1.1247  -0.1524  -0.6603
C  -0.1927  0.3335  -0.7938
C  -1.3857  -0.5150  -0.4431
C  -1.4543  0.4785  0.6757
O  -1.0250  0.2614  1.8575
Na  1.0154  0.1622  2.4923
H  2.9212  0.4044  -0.1504
H  1.4440  -1.0944  -1.1076
H  -0.3325  1.2004  -1.4465
H  -1.1519  -1.5280  -0.0894
H  -2.2338  -0.4417  -1.1347
H  -2.1466  1.3289  0.5388

* energy relative to the best compared isomer or geometry (same formula, charge and spin): 280.9 kJ/mol
* multiplicity: 1
* total charge: 0

# 3
Computed, not measured: a cluster of 2 separate species, C4H7O in total at a distorted geometry, with the ωB97M-V functional and the def2-TZVPD basis.

Cartesian coordinates (Å):
O  -2.1184  -1.4778  1.8980
C  -1.8599  -0.4358  1.2107
C  -0.7000  0.3177  1.1882
H  -2.6282  -0.1301  0.4576
H  0.1573  0.0298  1.8063
H  -0.7640  1.3633  0.8765
C  0.7715  -0.3382  -1.2575
C  1.8724  0.4472  -1.2306
H  -0.0811  -0.0709  -1.8894
H  0.8379  -1.3933  -0.9748
H  2.7146  0.1837  -0.5824
H  1.7977  1.5043  -1.5027

* energy relative to the best compared isomer or geometry (same formula, charge and spin): 0.0 kJ/mol
* multiplicity: 1
* total charge: -1

# 4
Computed, not measured: a structure of composition C4H7O2Sm at a distorted geometry, with the ωB97M-V functional and the def2-TZVPD basis.

Cartesian coordinates (Å):
O  1.7680  -0.6398  1.5326
C  1.4974  0.5542  1.8899
C  0.6929  1.4375  1.1170
H  -0.0010  2.0133  1.7426
H  2.1545  0.9901  2.6619
H  1.3276  2.0498  0.4549
Sm  0.7052  -1.8961  -0.0309
C  -0.3121  0.3934  -0.4968
C  -0.3548  0.1858  -1.9092
O  -0.4946  -1.0955  -2.4142
H  0.6451  1.0307  -1.4093
H  -0.7061  0.9363  -2.6118
H  -1.3124  0.4228  -0.0471
H  -0.0940  -1.2330  -3.2786

* energy relative to the best compared isomer or geometry (same formula, charge and spin): 627.5 kJ/mol
* multiplicity: 7
* total charge: +1

# 5
Computed, not measured: a cluster of 2 separate species, C4H7O3 in total, with the ωB97M-V functional and the def2-TZVPD basis.

Cartesian coordinates (Å):
C  -0.1209  2.4485  -1.7843
C  0.3466  1.2468  -1.4233
O  0.7980  0.9279  -0.2165
H  -0.3973  2.5910  -2.8209
H  -0.1866  3.2923  -1.1132
H  0.3947  0.4302  -2.1437
H  0.8613  -0.1494  -0.1587
O  0.7717  -1.6272  -0.1569
C  -0.0169  -2.0891  0.7419
O  -0.4650  -3.2353  0.7650
C  -0.4054  -1.1366  1.8679
H  -0.7510  -1.7049  2.7328
H  0.4176  -0.4818  2.1467
H  -1.2469  -0.5122  1.5631

* energy relative to the best compared isomer or geometry (same formula, charge and spin): 35.9 kJ/mol
* multiplicity: 1
* total charge: -1

# 6
Computed, not measured: a structure of composition C4H7O3Zn at a distorted geometry, with the ωB97M-V functional and the def2-TZVPD basis.

Cartesian coordinates (Å):
O  0.4942  0.2763  -0.2598
O  -1.2833  0.4351  1.0182
O  -0.4354  -1.4643  0.5214
C  -0.7607  -0.2529  0.1893
Zn  0.5969  -0.0286  2.5386
C  0.5342  1.2773  -1.0539
C  1.7901  1.9211  -1.3046
H  -0.4195  1.7942  -1.2300
H  2.3092  1.4207  -2.1353
H  2.3707  1.9804  -0.3715
H  1.5558  2.9570  -1.6172
C  -1.4932  -2.4279  0.8541
H  -1.8463  -2.8473  -0.0912
H  -2.3764  -1.9875  1.3166
H  -1.0361  -3.0536  1.6252

* E: -2160.105637 Ha
* multiplicity: 1
* total charge: +3

# 7
Computed, not measured: a structure of composition C4H7O4Rh at a distorted geometry, with the ωB97M-V functional and the def2-TZVPD basis.

Cartesian coordinates (Å):
O  -1.7247  -0.2483  -0.2729
C  -1.1635  -0.0943  1.0047
C  0.3310  0.1499  0.8693
O  0.8383  -0.8233  -0.0442
C  2.2509  -0.8141  -0.1722
Rh  -0.5566  -1.3055  -1.5127
H  -1.3442  -0.9989  1.6102
H  -1.6130  0.7548  1.5463
H  0.8406  0.0482  1.8396
H  0.5341  1.1532  0.4578
H  2.7167  -1.0512  0.7949
H  2.5208  -1.5792  -0.9086
H  2.5971  0.1713  -0.5183
O  -1.5391  0.9956  -2.4223
C  -2.0978  1.3606  -1.4143
O  -2.5907  2.2814  -0.8570

* energy relative to the best compared isomer or geometry (same formula, charge and spin): 0.0 kJ/mol
* multiplicity: 6
* total charge: +1

# 8
Computed, not measured: a cluster of 2 separate species, C4H7O5S in total at a distorted geometry, with the ωB97M-V functional and the def2-TZVPD basis.

Cartesian coordinates (Å):
C  -0.0468  1.2555  0.1766
C  1.1317  2.1753  -0.4275
C  0.6345  -2.3577  -0.2752
C  1.0927  -1.0619  0.1820
O  -2.4562  -0.1538  1.1699
O  -0.2039  1.2055  1.5346
O  -3.2441  0.0051  -1.1019
O  -1.0626  1.0125  -0.6205
O  2.0364  -0.9008  0.9229
S  -2.1346  -0.3894  -0.2735
H  2.0004  1.5515  -0.6264
H  1.3144  2.9754  0.3383
H  0.7795  2.6196  -1.3613
H  -0.0132  -2.4989  -1.1354
H  1.3645  -3.2737  -0.4626
H  -0.1273  -2.7472  0.4973
H  -1.0654  0.5831  1.4625

* energy relative to the best compared isomer or geometry (same formula, charge and spin): 276.6 kJ/mol
* multiplicity: 1
* total charge: -1

# 9
Computed, not measured: a cluster of 3 separate species, C4H7OP in total at a distorted geometry, with the ωB97M-V functional and the def2-TZVPD basis.

Cartesian coordinates (Å):
C  -1.0102  -1.2717  0.0335
C  0.4100  -1.1538  0.1540
C  -1.6397  -0.1143  -0.2863
C  -0.7930  1.0092  -0.5865
O  2.2765  0.8511  -0.4471
P  0.9555  0.3556  -0.1355
H  -1.5450  -2.2132  0.0405
H  1.0423  -2.1164  0.2922
H  -2.5892  -0.1038  -0.9240
H  2.2687  0.6207  1.3633
H  -0.9436  1.3396  -1.5983
H  -1.1389  1.8072  0.0909
H  2.7066  0.9899  2.0034

* energy relative to the best compared isomer or geometry (same formula, charge and spin): 319.4 kJ/mol
* multiplicity: 1
* total charge: 0

# 10
Computed, not measured: a cluster of 2 separate species, C4H7OP in total at a distorted geometry, with the ωB97M-V functional and the def2-TZVPD basis.

Cartesian coordinates (Å):
C  2.8542  -0.4771  0.8741
C  2.5077  0.1980  -0.0353
C  -0.3842  0.1004  1.3857
C  -1.6113  -0.5063  -1.3916
O  -2.2304  1.7330  0.1563
P  -1.5753  0.3329  0.2539
H  2.7013  -1.0289  1.7390
H  -0.3698  1.0284  1.9272
H  0.3294  -0.6109  1.1642
H  2.7751  0.6101  -0.9099
H  -1.9621  0.5402  -1.9124
H  -0.5508  -0.7337  -1.5591
H  -2.4836  -1.1862  -1.6921

* energy relative to the best compared isomer or geometry (same formula, charge and spin): 434.5 kJ/mol
* multiplicity: 1
* total charge: 0

# 11
Computed, not measured: a structure of composition C4H7P at a distorted geometry, with the ωB97M-V functional and the def2-TZVPD basis.

Cartesian coordinates (Å):
C  -2.3924  -0.0738  -0.3127
C  -1.2721  0.0881  0.3250
C  1.4777  0.4570  0.5632
C  1.6384  -0.1535  -0.7293
P  -0.1350  1.4627  -0.1564
H  -3.0149  -0.8805  -0.2400
H  -2.7884  0.6252  -0.9938
H  -1.0739  -0.6886  1.0207
H  1.3201  0.1326  1.6139
H  2.1761  1.2757  0.6952
H  2.5775  0.0463  -1.2375
H  1.0266  -0.8985  -1.1451

* energy relative to the best compared isomer or geometry (same formula, charge and spin): 276.9 kJ/mol
* multiplicity: 1
* total charge: 0

# 12
Computed, not measured: a structure of composition C4H8 at a distorted geometry, with the ωB97M-V functional and the def2-TZVPD basis.

Cartesian coordinates (Å):
C  -1.3250  0.5096  -0.4161
C  -0.5540  -0.5249  0.0868
C  -0.7477  -1.8827  -0.1606
C  0.8376  -0.6351  -0.0343
H  -1.1846  1.2870  0.3334
H  -2.3708  0.1642  -0.3088
H  2.0711  3.1869  0.3230
H  -0.5308  -2.8587  0.2581
H  -1.7296  -1.9538  -0.5985
H  1.6419  -0.9546  0.5921
H  2.3992  3.7663  0.6571
H  1.4927  -0.1041  -0.7322

* energy relative to the best compared isomer or geometry (same formula, charge and spin): 621.3 kJ/mol
* multiplicity: 1
* total charge: 0